No. 1
ORCA calculation (ωB97M-V with the def2-TZVPD basis set) on 3 unconnected molecules or ions with the total composition C5H13NO.

Each line ends with the Mulliken charge.
Element x y z (Å)
C (-0.314, 0.629, -2.011)  -0.959
C (-0.760, 0.714, -0.760)  0.552
C (-0.916, 1.971, 0.028)  -1.081
H (-0.316, -0.301, -2.559)  0.343
H (0.182, 1.463, -2.481)  0.259
H (-1.295, -0.165, -0.325)  0.017
H (-1.938, 2.351, -0.056)  0.329
H (-0.213, 2.728, -0.318)  0.312
H (-0.714, 1.780, 1.081)  0.245
C (-1.271, -1.842, 0.905)  -0.490
N (-0.439, -1.466, 1.808)  -0.377
H (-0.845, -2.217, -0.019)  0.340
H (-2.299, -2.133, 1.100)  0.357
H (-0.853, -1.186, 2.694)  0.215
C (2.289, -0.366, -0.093)  -0.629
O (1.309, 0.169, 0.747)  -0.532
H (1.899, -0.626, -1.089)  0.226
H (3.068, 0.392, -0.232)  0.221
H (2.743, -1.285, 0.300)  0.291
H (0.684, -0.611, 1.281)  0.363

lowest unoccupied orbital energy	0.010	hartree
DFT total energy	-8930.55800	eV
strongest force on any atom	0.0686	Eh/bohr
ΔE to the lowest compared entry with this formula, charge and spin	3.453	eV

=====

No. 2
ORCA calculation (ωB97M-V with the def2-TZVPD basis set) on 2 unconnected molecules or ions with the total composition C5H13NO.

Each line ends with the Mulliken charge.
Element x y z (Å)
C (1.930, 0.407, -1.444)  -1.060
C (0.714, -0.152, -0.712)  -0.149
C (-0.375, 0.578, -0.697)  -0.020
C (-1.612, 0.130, 0.022)  -0.781
N (-1.889, -1.341, 0.178)  -0.280
C (-0.883, -2.095, 0.963)  -1.089
H (2.345, 1.263, -0.781)  0.214
H (1.783, 0.368, -2.535)  0.329
H (2.817, -0.314, -1.389)  0.313
H (0.926, -0.983, -0.069)  0.125
H (-0.456, 1.637, -1.200)  0.433
H (-2.490, 0.778, -0.085)  0.401
H (-1.506, 0.591, 1.060)  0.209
H (-2.112, -1.884, -0.648)  0.265
H (-0.999, -1.874, 2.133)  0.262
H (0.168, -2.224, 1.030)  0.329
H (-1.313, -2.970, 1.068)  0.497
O (1.119, 2.933, 0.829)  -0.617
H (0.231, 2.710, 0.825)  0.305
H (1.604, 2.444, 1.455)  0.313

lowest unoccupied orbital energy	0.032	hartree
DFT total energy	-8929.71563	eV
strongest force on any atom	0.1101	Eh/bohr
ΔE to the lowest compared entry with this formula, charge and spin	4.295	eV

=====

No. 3
ORCA calculation (ωB97M-V with the def2-TZVPD basis set) on 2 unconnected molecules or ions with the total composition C5H13NO.

Each line ends with the Mulliken charge.
Element x y z (Å)
C (1.528, -3.546, -1.167)  -1.030
C (0.930, -2.127, -0.938)  -0.011
C (0.311, -1.421, -1.884)  -0.369
C (0.108, 0.066, -1.737)  -0.514
N (0.258, 0.510, -0.363)  -0.309
C (-0.646, 1.550, 0.310)  -0.924
H (1.464, -4.291, -0.348)  0.313
H (2.571, -3.536, -1.433)  0.251
H (0.905, -3.942, -2.031)  0.263
H (1.548, -1.614, -0.161)  0.257
H (0.174, -1.675, -2.967)  0.294
H (-0.947, 0.314, -1.936)  0.300
H (0.659, 0.530, -2.538)  0.324
H (1.137, 1.030, -0.325)  0.209
H (-0.828, 2.533, -0.149)  0.306
H (-0.294, 1.727, 1.355)  0.304
H (-1.620, 1.105, 0.416)  0.337
O (-1.982, 4.324, 5.287)  -0.634
H (-2.562, 3.822, 5.880)  0.317
H (-2.714, 4.641, 4.729)  0.317

lowest unoccupied orbital energy	0.031	hartree
DFT total energy	-8931.10784	eV
strongest force on any atom	0.0665	Eh/bohr
ΔE to the lowest compared entry with this formula, charge and spin	2.903	eV

=====

No. 4
ORCA calculation (ωB97M-V with the def2-TZVPD basis set) on 2 unconnected molecules or ions with the total composition C5H13NO.

Each line ends with the Mulliken charge.
Element x y z (Å)
C (0.583, -0.537, 1.375)  -1.511
C (0.985, -1.152, 0.054)  -0.052
C (2.370, -0.797, -0.444)  0.426
N (3.224, -1.858, -0.659)  -0.380
O (2.653, 0.283, -0.913)  -0.595
H (0.751, 0.569, 1.503)  0.320
H (1.327, -0.938, 2.080)  0.429
H (-0.337, -0.848, 1.858)  0.392
H (1.016, -2.281, 0.253)  0.205
H (0.241, -1.259, -0.741)  0.362
H (4.044, -1.642, -1.171)  0.222
H (3.234, -2.781, -0.258)  0.194
C (-3.185, 1.467, -0.630)  -0.976
C (-1.787, 1.792, -0.098)  -0.359
H (-3.910, 1.660, 0.185)  0.256
H (-3.544, 2.189, -1.396)  0.268
H (-3.381, 0.527, -1.052)  0.359
H (-1.810, 2.650, 0.586)  0.327
H (-1.153, 1.998, -0.981)  0.244
H (-1.321, 0.956, 0.447)  -0.135

lowest unoccupied orbital energy	0.030	hartree
DFT total energy	-8933.10497	eV
strongest force on any atom	0.0651	Eh/bohr
ΔE to the lowest compared entry with this formula, charge and spin	0.906	eV

=====

No. 5
ORCA calculation (ωB97M-V with the def2-TZVPD basis set) on 2 unconnected molecules or ions with the total composition C5H13NO.

Each line ends with the Mulliken charge.
Element x y z (Å)
C (1.607, -0.946, 0.563)  -0.480
N (0.360, -0.772, 0.452)  -0.257
C (-0.207, -0.499, -0.848)  -0.706
C (0.294, 0.734, -1.656)  -0.548
C (0.545, 1.959, -0.802)  -0.317
C (-0.745, 2.430, -0.051)  -1.183
H (2.025, -1.300, 1.502)  0.272
H (2.303, -0.593, -0.198)  0.266
H (-1.307, -0.356, -0.774)  0.320
H (-0.195, -1.407, -1.449)  0.411
H (1.201, 0.498, -2.226)  0.279
H (-0.478, 0.903, -2.404)  0.363
H (1.287, 1.794, -0.019)  0.271
H (0.724, 2.827, -1.441)  0.334
H (-0.489, 3.379, 0.447)  0.352
H (-1.171, 1.757, 0.717)  0.299
H (-1.467, 2.605, -0.830)  0.311
O (-1.377, -2.754, 1.991)  -0.646
H (-1.213, -1.864, 1.648)  0.348
H (-1.783, -2.668, 2.861)  0.311

lowest unoccupied orbital energy	0.033	hartree
DFT total energy	-8932.34319	eV
strongest force on any atom	0.0412	Eh/bohr
ΔE to the lowest compared entry with this formula, charge and spin	1.668	eV

=====

No. 6
ORCA calculation (ωB97M-V with the def2-TZVPD basis set) on 2 unconnected molecules or ions with the total composition C5H13NO.

Each line ends with the Mulliken charge.
Element x y z (Å)
C (0.738, -0.052, 1.991)  -0.819
C (0.941, 1.378, 2.392)  0.591
N (-0.271, 2.002, 2.731)  -0.357
O (2.051, 1.880, 2.606)  -0.610
H (-0.237, -0.427, 1.702)  0.265
H (0.988, -0.833, 2.727)  0.364
H (1.495, -0.214, 1.174)  0.181
H (-0.291, 2.923, 2.997)  0.192
H (-1.149, 1.546, 2.668)  0.195
C (-1.394, -0.096, -1.445)  -0.873
C (0.003, -0.733, -1.435)  -0.027
C (0.356, -1.372, -2.808)  -1.392
H (-1.327, 0.609, -0.465)  0.121
H (-2.316, -0.677, -1.109)  0.279
H (-1.852, 0.451, -2.272)  0.351
H (0.749, -0.033, -1.270)  0.285
H (0.020, -1.508, -0.697)  0.217
H (-0.235, -2.301, -2.950)  0.329
H (0.337, -0.697, -3.623)  0.373
H (1.391, -1.845, -2.914)  0.334

lowest unoccupied orbital energy	0.028	hartree
DFT total energy	-8932.71243	eV
strongest force on any atom	0.0887	Eh/bohr
ΔE to the lowest compared entry with this formula, charge and spin	1.298	eV